[1]
Density functional theory data (wB97M-V/def2-TZVPD) for a cluster of 9 separate species, C31H68N9O11 in total at a distorted geometry.

## Properties
Highest occupied orbital energy: -3.74 eV
DFT total energy: -2542.584670 Eh
Charge: -1
Kohn-Sham gap: 5.64 eV
M: 742.94 g/mol
LUMO level: 1.90 eV

Last column: Löwdin charge in e.
CARTESIAN COORDINATES (ANGSTROEM)
C -0.48 2.51 2.76  -0.093
C 0.25 2.72 1.42  -0.215
N 0.42 1.52 0.59  -0.095
C 1.06 0.40 1.29  -0.183
C 1.81 -0.53 0.32  -0.098
C 1.00 -1.81 0.04  -0.723
O 0.63 -2.47 1.06  -0.103
O 0.78 -2.14 -1.15  -0.091
C -0.78 1.14 -0.08  -0.422
C -1.99 0.61 0.65  0.015
O -0.82 1.23 -1.30  0.062
H -1.55 2.39 2.66  0.056
H -0.08 1.68 3.34  0.066
H -0.33 3.40 3.36  0.062
H 1.22 3.18 1.56  0.110
H -0.36 3.40 0.84  0.081
H 0.37 -0.21 1.87  0.105
H 1.78 0.83 1.98  0.103
H 2.71 -0.85 0.84  0.072
H 2.03 0.01 -0.59  0.106
H -2.74 1.39 0.61  0.077
H -2.38 -0.21 0.07  0.091
H -1.78 0.26 1.66  0.071
C -2.65 2.25 -3.34  -0.009
C -3.87 2.67 -2.58  -0.535
O -3.90 2.80 -1.36  0.015
N -4.99 2.91 -3.31  0.010
C -5.15 2.81 -4.76  -0.079
H -1.81 2.06 -2.65  0.050
H -2.84 1.32 -3.87  0.065
H -2.36 3.03 -4.04  0.093
H -5.79 3.19 -2.76  0.131
H -5.45 3.79 -5.15  0.084
H -5.92 2.09 -5.00  0.051
H -4.21 2.51 -5.23  0.062
C -1.64 -0.42 -5.79  0.008
C -2.26 0.02 -7.09  -0.537
O -2.65 1.16 -7.28  0.014
N -2.37 -0.91 -8.07  0.001
C -1.97 -2.31 -8.04  -0.079
H -1.61 0.42 -5.10  0.058
H -2.24 -1.21 -5.34  0.098
H -0.62 -0.77 -5.94  0.095
H -2.79 -0.56 -8.92  0.131
H -1.23 -2.49 -8.82  0.080
H -2.84 -2.94 -8.22  0.080
H -1.53 -2.56 -7.08  0.075
C 3.73 -0.65 4.88  -0.004
C 3.95 -1.15 3.47  -0.536
O 3.98 -0.38 2.52  0.002
N 4.10 -2.48 3.29  0.026
C 4.09 -3.54 4.28  -0.061
H 3.61 0.43 4.85  0.043
H 2.82 -1.08 5.31  0.092
H 4.59 -0.90 5.51  0.082
H 4.23 -2.73 2.32  0.141
H 5.03 -4.08 4.24  0.044
H 3.28 -4.23 4.04  0.082
H 3.93 -3.15 5.28  0.076
C 7.37 -7.10 6.58  -0.011
C 6.75 -6.61 5.29  -0.537
O 6.34 -5.47 5.16  0.034
N 6.67 -7.49 4.26  0.009
C 7.10 -8.88 4.22  -0.081
H 7.36 -6.28 7.30  0.082
H 6.79 -7.92 6.99  0.083
H 8.40 -7.41 6.42  0.082
H 6.25 -7.10 3.43  0.143
H 7.84 -9.01 3.43  0.081
H 6.24 -9.52 4.00  0.082
H 7.53 -9.18 5.17  0.069
C -5.90 1.45 -8.26  0.001
C -7.19 1.86 -7.59  -0.523
O -7.28 1.99 -6.38  0.014
N -8.27 2.10 -8.39  0.003
C -8.36 2.00 -9.83  -0.083
H -5.14 1.30 -7.50  0.059
H -6.04 0.51 -8.80  0.085
H -5.56 2.23 -8.95  0.091
H -9.09 2.37 -7.88  0.136
H -8.64 2.97 -10.25  0.080
H -9.12 1.27 -10.11  0.080
H -7.41 1.71 -10.26  0.070
C -0.43 -4.71 2.69  -0.021
C 0.16 -5.70 3.66  -0.551
O 0.37 -5.44 4.84  0.005
N 0.46 -6.94 3.18  -0.010
C 0.29 -7.44 1.83  -0.090
H -0.62 -3.78 3.20  0.082
H 0.25 -4.51 1.86  0.063
H -1.38 -5.09 2.29  0.086
H 0.85 -7.56 3.87  0.125
H -0.37 -8.31 1.84  0.073
H 1.26 -7.74 1.42  0.076
H -0.13 -6.68 1.18  0.076
C -2.02 5.48 -0.77  -0.002
C -2.02 5.86 0.70  -0.528
O -1.90 5.02 1.57  0.046
N -2.16 7.18 1.01  -0.001
C -2.31 8.30 0.12  -0.090
H -1.90 4.40 -0.85  0.067
H -2.96 5.76 -1.23  0.086
H -1.19 5.97 -1.28  0.087
H -2.15 7.35 2.01  0.132
H -1.50 9.01 0.27  0.077
H -3.26 8.81 0.32  0.077
H -2.30 7.98 -0.92  0.069
C 3.72 4.47 6.76  -0.015
C 3.63 3.39 5.71  -0.549
O 2.86 2.46 5.79  0.037
N 4.47 3.48 4.64  0.015
C 5.46 4.50 4.35  -0.082
H 3.00 4.25 7.54  0.079
H 4.72 4.50 7.21  0.080
H 3.49 5.45 6.33  0.081
H 4.35 2.73 3.97  0.141
H 5.22 4.99 3.40  0.083
H 6.44 4.04 4.26  0.081
H 5.48 5.26 5.13  0.067

[2]
Density functional theory data (wB97M-V/def2-TZVPD) for a structure of composition C28H36As2CoSi at a distorted geometry.

## Properties
Highest occupied orbital energy (spin up / spin down): -5.05 / -7.52 eV
Relative energy (zero: lowest compared OMol25 entry of this formula, charge and spin): 2.1697 eV
DFT total energy: -7232.141685 Eh
2S+1: 4
Kohn-Sham gap (spin up / spin down): 5.60 / 8.04 eV
M: 609.46 g/mol
LUMO level (spin up / spin down): 0.55 / 0.52 eV

Last column: Löwdin charge in e.
CARTESIAN COORDINATES (ANGSTROEM)
C 0.58 1.51 0.07  -0.279
C -0.52 1.87 -0.83  -0.208
C -1.67 2.13 -0.01  -0.148
H -0.39 2.21 -1.85  0.112
C -1.30 1.97 1.34  -0.161
C 0.06 1.60 1.41  -0.168
H 0.67 1.53 2.31  0.097
H 1.63 1.51 -0.23  0.097
H -2.61 2.51 -0.39  0.100
H -1.92 2.22 2.20  0.100
Co -0.29 -0.31 -0.35  -0.158
C -1.04 -2.54 -2.53  -0.196
H -2.03 -2.24 -2.18  -0.007
H -0.61 -3.33 -1.90  0.015
H -1.15 -2.95 -3.55  0.048
Si 0.12 -1.07 -2.71  0.520
C 1.82 -1.17 -3.47  -0.287
C 2.59 0.00 -3.54  -0.111
H 2.13 0.97 -3.32  0.109
C 3.93 -0.05 -3.94  -0.086
H 4.53 0.85 -3.94  0.101
C 4.49 -1.27 -4.33  -0.096
H 5.52 -1.32 -4.65  0.097
C 3.70 -2.43 -4.32  -0.093
H 4.14 -3.38 -4.62  0.098
C 2.36 -2.38 -3.93  -0.092
H 1.71 -3.25 -4.02  0.098
C -1.01 -0.05 -3.88  -0.280
C -0.45 0.65 -4.94  -0.105
H 0.55 0.40 -5.30  0.092
C -1.17 1.71 -5.51  -0.092
H -0.71 2.29 -6.33  0.098
C -2.44 2.05 -5.03  -0.105
H -2.98 2.91 -5.44  0.095
C -3.03 1.30 -4.00  -0.092
H -4.02 1.54 -3.62  0.098
C -2.33 0.21 -3.46  -0.119
H -2.80 -0.39 -2.67  0.077
H -0.50 0.24 -1.83  0.004
H 0.93 -0.55 -1.38  -0.017
C 2.65 -0.70 1.84  -0.242
As 0.95 -1.43 1.19  1.165
C 1.16 -3.36 1.18  -0.266
C -0.33 -1.23 2.71  -0.383
C 0.14 -1.07 4.01  -0.107
C -0.79 -0.78 5.02  -0.080
C -2.15 -0.64 4.75  -0.080
C -2.62 -0.82 3.44  -0.102
C -1.71 -1.11 2.43  -0.380
As -2.25 -1.18 0.51  1.181
C -3.94 -0.19 0.52  -0.263
C -2.75 -3.08 0.42  -0.264
H 3.43 -1.27 1.32  0.034
H 2.73 -0.84 2.93  0.017
H 2.71 0.35 1.57  0.022
H 2.19 -3.59 1.50  0.025
H 0.43 -3.78 1.89  0.027
H 0.97 -3.70 0.16  0.012
H 1.19 -1.19 4.22  0.085
H -0.42 -0.65 6.04  0.101
H -2.85 -0.39 5.55  0.105
H -3.68 -0.72 3.22  0.096
H -3.79 0.77 1.01  0.019
H -4.24 -0.03 -0.52  0.024
H -4.68 -0.80 1.04  0.026
H -1.85 -3.70 0.37  0.016
H -3.32 -3.31 1.32  0.028
H -3.36 -3.24 -0.48  0.026

[3]
Density functional theory data (wB97M-V/def2-TZVPD) for a structure of composition C19H17BeN4O2 at a distorted geometry.

## Properties
Highest occupied orbital energy: -10.37 eV
Relative energy (zero: lowest compared OMol25 entry of this formula, charge and spin): 0.0000 eV
DFT total energy: -1118.366550 Eh
Charge: +1
Kohn-Sham gap: 5.59 eV
M: 342.38 g/mol
LUMO level: -4.78 eV

Last column: Löwdin charge in e.
CARTESIAN COORDINATES (ANGSTROEM)
Be -4.21 5.26 12.37  0.152
O -3.84 3.28 15.88  0.027
C -5.14 3.15 16.16  -0.274
C -5.56 2.82 17.47  -0.003
C -6.89 2.90 17.85  -0.066
C -7.82 3.18 16.85  -0.096
C -7.45 3.54 15.56  -0.027
C -6.11 3.53 15.22  -0.115
C -5.68 4.04 13.94  -0.276
O -4.36 4.18 13.69  -0.016
N -6.57 4.53 13.08  0.110
N -5.91 5.08 12.05  -0.021
C -6.19 4.77 10.80  0.034
C -4.97 4.73 10.00  -0.171
C -4.92 4.59 8.60  0.028
C -3.66 4.64 8.02  -0.012
C -2.49 4.77 8.81  -0.009
C -2.61 4.86 10.19  -0.054
N -3.83 4.82 10.78  0.066
H -3.86 3.72 14.85  0.080
H -4.80 2.44 18.15  0.124
H -7.21 2.69 18.90  0.129
H -8.90 3.14 17.09  0.115
H -8.23 3.75 14.82  0.118
H -7.14 4.41 10.46  0.140
H -5.83 4.38 8.03  0.137
H -3.53 4.56 6.96  0.119
H -1.50 4.71 8.36  0.121
H -1.73 4.93 10.82  0.128
N -3.55 6.74 12.77  0.113
C -3.81 7.28 14.15  -0.235
C -5.10 7.50 14.60  -0.025
C -5.28 8.04 15.89  -0.052
C -4.20 8.30 16.71  -0.075
C -2.91 8.02 16.27  -0.057
C -2.70 7.57 14.96  -0.025
H -2.55 6.67 12.69  0.115
H -3.82 7.45 12.08  0.151
H -6.00 7.31 14.00  0.116
H -6.31 8.26 16.20  0.116
H -4.34 8.75 17.71  0.126
H -2.05 8.18 16.96  0.127
H -1.70 7.46 14.56  0.115